Record 1
C3H6NO3S2 | ωB97M-V/def2-TZVPD

XYZ file:
```
15
Properties=species:S:1:pos:R:3:forces:R:3
S 1.5181 1.5422 1.1863 0.445 0.309 0.002
S -2.1712 -0.0647 0.0220 -0.251 -0.203 -0.235
O -2.3104 0.5172 -1.3068 0.217 -0.281 -0.005
O 0.7821 -0.1924 -0.6501 0.192 0.008 -0.080
O -3.4025 -0.1144 0.7943 0.013 -0.127 0.067
N -1.0880 0.6514 0.9356 4.911 -0.736 -1.652
C 0.4479 0.4964 0.2708 -5.107 0.187 1.404
C -1.7255 -1.8246 -0.2728 -0.139 1.043 0.127
C 3.0225 1.3730 0.1555 -0.447 -0.054 0.422
H -2.5354 -2.2329 -0.8645 -0.156 -0.079 -0.059
H 3.7502 0.7431 0.6597 0.078 -0.021 -0.039
H 2.7151 0.9110 -0.7796 0.060 0.020 -0.020
H 3.4328 2.3638 -0.0130 0.048 0.047 -0.033
H -1.6411 -2.3237 0.6835 -0.007 -0.066 0.178
H -0.7946 -1.8453 -0.8209 0.145 -0.049 -0.078
```
Forces are in eV/Å.

Values from the calculation:
LUMO level = 3.07 eV
SMILES = CSC(=O)N=[S@@](C)(=O)[O-]
Spin multiplicity = 1
HOMO level = -4.53 eV
Gap between HOMO and LUMO = 7.60 eV
Charge = -1

Charges obtained by Löwdin population analysis, quoted in units of e:
1. S 0.85
2. S 0.41
3. O -0.40
4. O -0.05
5. O -0.41
6. N -0.23
7. C -0.79
8. C -0.16
9. C -0.39
10. H 0.04
11. H 0.02
12. H 0.02
13. H 0.02
14. H 0.04
15. H 0.02

=====

Record 2
C3H6NO4 | ωB97M-V/def2-TZVPD

XYZ file:
```
14
Properties=species:S:1:pos:R:3:forces:R:3
O 1.7367 -2.5917 1.0289 -0.140 0.258 -0.493
O 1.0998 1.8276 -0.7291 -0.230 0.157 0.265
O 2.2828 0.4339 0.6096 0.058 0.213 0.102
O -1.8302 -1.1363 -0.0924 0.627 -0.471 0.023
N 0.0574 0.0387 0.4859 0.463 0.555 -0.998
C -1.1480 -0.1180 -0.1497 -1.258 0.794 0.578
C -1.8155 1.1088 -0.7833 2.911 0.156 -1.229
C 1.2724 0.9179 0.0736 -0.449 -0.979 -0.104
H 1.7079 -1.8151 1.5968 0.428 0.008 0.375
H -1.0777 1.5194 -1.5057 -0.094 -0.112 0.394
H 0.4893 -0.8132 0.8185 -0.883 0.016 0.071
H -2.6273 0.8348 -1.4243 -0.989 -0.199 0.483
H 1.7454 -2.1428 0.1654 0.217 -0.415 0.202
H -1.8932 1.9360 -0.0943 -0.662 0.020 0.332
```
Forces are in eV/Å.

Values from the calculation:
LUMO level = 3.94 eV
Spin multiplicity = 1
HOMO level = -5.37 eV
Gap between HOMO and LUMO = 9.31 eV
Charge = -1

Charges obtained by Löwdin population analysis, quoted in units of e:
1. O -0.08
2. O -0.02
3. O -0.06
4. O -0.01
5. N 0.13
6. C -0.53
7. C -0.02
8. C -0.71
9. H 0.01
10. H 0.07
11. H 0.06
12. H 0.06
13. H 0.04
14. H 0.07

=====

Record 3
C3H6NO4 | ωB97M-V/def2-TZVPD

XYZ file:
```
14
Properties=species:S:1:pos:R:3:forces:R:3
O 1.1597 0.4524 0.1495 -0.131 -0.875 -0.045
O 1.6934 -1.6888 -0.0314 -0.349 -0.917 0.021
O 1.7495 1.7333 0.1157 0.768 0.492 -0.110
O 3.3059 -0.1311 -0.2224 0.909 0.389 -0.125
N -1.7600 0.1079 0.6931 -0.376 0.175 0.551
C -1.8150 1.1274 -0.0284 -0.030 0.131 -0.191
C 2.1676 -0.5708 -0.0579 -0.536 0.777 0.120
C -1.4576 -1.1647 0.1226 0.268 -0.309 -0.137
H 2.6934 1.4308 -0.0457 -0.353 0.171 0.055
H -1.9969 -1.9352 0.6758 -0.027 -0.069 -0.113
H -1.6677 1.1325 -1.1165 0.047 -0.126 0.020
H -2.0028 2.0789 0.4512 -0.017 0.279 0.001
H -0.3819 -1.3406 0.2433 -0.138 -0.117 -0.011
H -1.6876 -1.2321 -0.9489 -0.035 0.001 -0.036
```
Forces are in eV/Å.

Values from the calculation:
LUMO level = 4.05 eV
Spin multiplicity = 1
HOMO level = -4.94 eV
Gap between HOMO and LUMO = 8.99 eV
Charge = -1

Charges obtained by Löwdin population analysis, quoted in units of e:
1. O -0.12
2. O 0.00
3. O -0.09
4. O -0.02
5. N -0.09
6. C -0.11
7. C -0.77
8. C -0.16
9. H 0.06
10. H 0.06
11. H 0.07
12. H 0.05
13. H 0.05
14. H 0.07

=====

Record 4
C3H6NO4S | ωB97M-V/def2-TZVPD

XYZ file:
```
15
Properties=species:S:1:pos:R:3:forces:R:3
S -1.9586 -0.2744 -1.5880 0.410 0.316 -2.986
O -3.2297 -0.0376 -0.8147 -1.947 0.279 1.445
O -1.0168 0.2713 2.0577 1.426 1.489 -2.048
O 0.6796 -0.5100 0.7254 -1.282 2.923 0.431
O 1.5458 2.2430 0.7533 -3.446 -0.979 0.029
N -0.4581 2.8587 1.6648 -1.708 -0.057 -0.062
C 0.3490 1.9515 1.0548 3.741 1.238 0.409
C -0.1300 0.5267 1.2264 -0.533 -2.729 1.274
C 0.3432 -1.7103 1.4374 -0.565 0.672 -1.777
H -1.3967 2.5439 2.0490 1.789 0.607 -1.066
H -0.9912 -0.5153 -0.7766 1.376 -0.511 1.521
H -0.4154 -2.2730 0.8553 0.456 0.181 0.593
H -0.0172 -1.2693 2.3203 -0.652 -1.130 1.660
H -0.2690 3.8471 1.4539 -0.219 -0.986 0.349
H 1.2807 -2.1632 1.5290 1.154 -1.313 0.229
```
Forces are in eV/Å.

Values from the calculation:
LUMO level (alpha / beta) = 3.22 / 3.22 eV
Spin multiplicity = 1
HOMO level (alpha / beta) = -1.57 / -1.57 eV
Gap between HOMO and LUMO (alpha / beta) = 4.79 / 4.79 eV
Charge = -1

Charges obtained by Löwdin population analysis, quoted in units of e:
1. S 0.40
2. O -0.92
3. O 0.05
4. O -0.08
5. O 0.01
6. N 0.14
7. C -0.41
8. C -0.37
9. C -0.05
10. H 0.14
11. H -0.29
12. H 0.11
13. H 0.06
14. H 0.12
15. H 0.07

=====

Record 5
C3H6NO4S | ωB97M-V/def2-TZVPD

XYZ file:
```
15
Properties=species:S:1:pos:R:3:forces:R:3
S 1.1101 -0.6963 -0.1404 -0.339 -0.495 -2.669
O 2.0573 -0.0720 -1.0271 -0.745 -0.425 1.851
O 0.0699 0.4884 0.5429 0.253 1.186 0.913
O 0.0661 -1.4650 -0.7567 0.972 -1.053 0.809
O -2.8533 1.3209 1.4822 1.837 -0.847 -1.369
N -2.0214 0.8808 0.7750 -3.650 1.027 1.945
C 1.7524 -1.0849 1.4877 1.470 1.493 -2.129
C -1.0770 0.7484 -0.0355 2.386 0.468 -2.312
C -1.2330 0.8314 -1.5454 0.300 0.108 -1.397
H -1.8882 0.0340 -1.8161 -0.984 -0.427 -0.221
H -0.3280 0.5123 -2.1496 -0.511 0.681 1.479
H 2.8215 -1.0521 1.3990 0.790 0.767 -0.487
H -1.5951 1.7822 -2.0165 0.145 -0.610 1.142
H 1.7109 -2.0454 1.8704 -1.777 -1.855 0.818
H 1.4078 -0.1825 1.9301 -0.146 -0.017 1.626
```
Forces are in eV/Å.

Values from the calculation:
LUMO level (alpha / beta) = -7.69 / -7.68 eV
SMILES = CC(=[N+]=O)OS(C)(=O)=O
Spin multiplicity = 1
HOMO level (alpha / beta) = -15.91 / -15.91 eV
Gap between HOMO and LUMO (alpha / beta) = 8.22 / 8.22 eV
Charge = +1

Charges obtained by Löwdin population analysis, quoted in units of e:
1. S 0.77
2. O -0.21
3. O -0.12
4. O -0.25
5. O 0.34
6. N 0.18
7. C -0.04
8. C -0.32
9. C 0.06
10. H 0.10
11. H 0.12
12. H 0.09
13. H 0.13
14. H 0.07
15. H 0.07

=====

Record 6
C3H6NOPS | ωB97M-V/def2-TZVPD

XYZ file:
```
13
Properties=species:S:1:pos:R:3:forces:R:3
S -0.6490 1.3328 0.4693 -0.624 -0.446 -0.035
P -0.1495 3.6766 0.8507 0.798 -1.094 -0.300
O -1.2747 4.5962 0.9793 -0.172 -0.986 -0.107
N 1.6139 0.4571 -0.7210 1.907 -1.045 0.014
C -1.0731 -1.9266 0.2643 0.898 -0.425 -2.248
C 0.4627 -0.1206 -0.2115 0.968 1.486 -0.082
C 0.2161 -1.4517 -0.2571 -0.640 2.830 0.093
H 1.6777 1.4501 -0.8685 -0.130 -0.230 0.177
H 0.6901 -2.0316 -1.0144 0.958 -0.233 -0.156
H -0.9334 -2.5134 1.0996 -0.211 -1.709 1.706
H -1.5348 -2.4003 -0.6006 -0.586 -0.467 0.512
H -1.5609 -1.0525 0.4997 -1.837 1.559 0.852
H 2.5149 -0.0162 -0.4895 -1.329 0.759 -0.425
```
Forces are in eV/Å.

Values from the calculation:
LUMO level = -1.43 eV
SMILES = C/C=C(/N)SP=O
Spin multiplicity = 1
HOMO level = -8.10 eV
Gap between HOMO and LUMO = 6.67 eV
Charge = 0

Charges obtained by Löwdin population analysis, quoted in units of e:
1. S 0.41
2. P 0.67
3. O -0.53
4. N -0.03
5. C -0.12
6. C -0.61
7. C -0.18
8. H 0.05
9. H 0.10
10. H 0.05
11. H 0.09
12. H -0.01
13. H 0.11